Record 1
An isolated ion of composition C4H8IN2 and charge +1. Source: the Open Molecules 2025 dataset; level of theory: wB97M-V/def2-TZVPD.

```
15
Properties=species:S:1:pos:R:3:forces:R:3
C 0.556 1.253 0.143 0.028 1.772 -1.581
C 0.924 -1.158 0.111 -1.535 -0.718 -0.407
C -1.398 0.569 -1.299 0.656 -1.414 0.290
C -0.211 -1.464 1.006 -0.110 1.127 0.234
N 1.411 0.201 0.085 -3.450 1.096 -0.981
N -0.695 1.404 -0.472 0.385 0.491 0.981
I -0.874 -0.430 2.628 0.393 0.105 0.018
H 0.895 2.286 0.395 0.240 -1.381 0.364
H 1.764 -1.595 0.500 2.135 -1.960 1.034
H 0.741 -1.717 -0.833 0.150 0.985 0.067
H -0.883 -0.342 -1.719 -0.616 1.373 0.607
H -2.491 0.653 -1.402 0.842 0.357 0.070
H -0.921 -2.151 0.683 -0.949 -1.229 -0.504
H 2.361 0.165 0.362 0.735 1.533 0.385
H -1.180 2.327 -0.189 1.095 -2.137 -0.578
```
Forces are in eV/Å.

As for the multiplicity: 1. The value obtained for the lowest unoccupied orbital energy (alpha / beta) is -4.2 / -5.2 eV. As for the charge: +1. The value obtained for the HOMO-LUMO gap (alpha / beta) is 8.21 / 6.74 eV. The value obtained for the HOMO energy (alpha / beta) is -12.421 / -11.935 eV.

=====

Record 2
CHCuO2 as an isolated structure. Source: the Open Molecules 2025 dataset; level of theory: wB97M-V/def2-TZVPD.

```
5
Properties=species:S:1:pos:R:3:forces:R:3
O -0.842 -0.958 -1.334 -1.250 -0.170 2.004
C -0.800 -0.632 -0.184 -0.470 -1.171 -3.413
O 0.266 0.052 0.199 2.629 1.726 -0.545
Cu 0.596 1.411 2.043 -0.145 -0.498 -0.601
H 0.780 0.127 -0.724 -0.764 0.113 2.555
```
Forces are in eV/Å.

As for the multiplicity: 2. The value obtained for the lowest unoccupied orbital energy (alpha / beta) is -7.0 / -7.2 eV. As for the charge: +1. The value obtained for the HOMO-LUMO gap (alpha / beta) is 7.88 / 9.89 eV. The value obtained for the HOMO energy (alpha / beta) is -14.897 / -17.069 eV.

=====

Record 3
One molecule with the formula C4H6N2. Source: the Open Molecules 2025 dataset; level of theory: wB97M-V/def2-TZVPD.

```
12
Properties=species:S:1:pos:R:3:forces:R:3
C -0.797 1.200 -0.259 1.322 1.107 0.223
C 0.716 1.125 -0.294 1.539 -2.181 1.916
C -0.478 -1.102 0.877 3.612 2.477 4.020
C -0.961 -0.384 -0.208 -2.603 2.732 -5.760
H -1.015 1.993 0.635 0.094 -2.569 -1.471
H -1.136 1.832 -1.138 -0.141 -1.531 0.609
H 1.378 1.934 -0.208 0.560 1.405 -0.028
H 0.126 -0.594 1.750 -2.242 -0.517 -1.183
H -0.847 -1.979 1.121 -1.672 -4.293 1.139
H -1.573 -0.758 -1.215 1.165 0.448 3.511
N 1.298 -0.022 -0.022 0.670 3.874 -1.559
N 0.444 -1.044 -0.212 -2.304 -0.951 -1.416
```
Forces are in eV/Å.

As for the multiplicity: 1. The SMILES is C1=NN2C[C@H]2C1. The value obtained for the lowest unoccupied orbital energy is 1.0 eV. The value obtained for the HOMO-LUMO gap is 10.14 eV. The value obtained for the HOMO energy is -9.140 eV.

=====

Record 4
A 10-piece molecular cluster, F6H18O9P overall. Source: the Open Molecules 2025 dataset; level of theory: wB97M-V/def2-TZVPD.

```
34
Properties=species:S:1:pos:R:3:forces:R:3
P 4.996 14.015 9.990 1.225 0.411 0.549
F 5.125 13.865 8.309 0.097 0.535 1.687
F 6.052 12.770 10.219 -0.966 0.391 -1.560
F 6.274 15.105 10.086 -0.974 -1.009 -1.385
F 5.033 14.131 11.587 -1.567 0.037 0.255
F 3.960 15.304 9.844 1.113 -0.541 -0.309
F 3.674 13.088 9.950 1.066 -0.206 0.054
O 7.281 10.806 7.791 0.058 0.183 -0.328
H 6.866 11.398 8.419 -0.049 0.217 0.386
H 6.964 9.937 8.036 -0.074 -0.256 0.018
O 1.703 15.103 7.858 -0.012 0.020 -0.881
H 1.307 14.869 8.697 -0.250 -0.050 0.736
H 2.645 15.110 8.030 0.353 0.127 0.321
O 6.557 12.389 12.978 0.079 -0.185 0.447
H 7.275 11.893 12.586 0.166 -0.105 -0.035
H 6.038 12.690 12.232 0.031 0.024 0.038
O 3.770 16.145 12.965 -0.356 0.469 0.004
H 4.378 15.718 12.362 0.250 -0.136 0.027
H 3.526 15.459 13.586 0.062 -0.186 0.203
O 5.801 17.037 8.336 -0.282 -0.009 -1.221
H 5.267 17.713 8.754 -0.182 0.275 0.038
H 5.816 16.319 8.968 0.390 -0.244 0.564
O 5.221 12.881 5.650 0.485 2.022 -1.193
H 4.775 12.198 6.152 -0.842 -1.143 0.850
H 5.999 13.088 6.166 0.621 -0.228 0.264
O 3.725 11.435 7.212 0.161 -0.340 -0.315
H 3.945 11.891 8.023 -0.013 0.157 0.557
H 2.918 11.854 6.911 -0.498 0.048 -0.001
O 1.462 15.712 10.937 -0.476 -0.170 -0.475
H 1.230 15.586 11.857 -0.028 0.059 0.190
H 2.417 15.651 10.920 0.239 0.125 0.197
O 4.562 15.796 5.997 -1.281 0.418 -0.917
H 4.832 14.900 5.795 0.428 -1.899 -0.806
H 5.021 16.008 6.810 1.025 1.188 2.044
```
Forces are in eV/Å.

As for the multiplicity: 2. The value obtained for the lowest unoccupied orbital energy (alpha / beta) is -0.2 / -7.9 eV. The value obtained for the HOMO-LUMO gap (alpha / beta) is 10.67 / 2.96 eV. The value obtained for the HOMO energy (alpha / beta) is -10.854 / -10.854 eV.

=====

It is found that the relative energy (zero: lowest compared OMol25 entry of this formula, charge and spin) values, taken in the order of the records, are 99.7 18.1 109.5 0.0 kcal/mol.
It is found that the maximum force values, taken in the order of the records, are 3.750 3.639 6.886 2.576 eV/A.